# 1
The following is a DFT calculation (ωB97M-V/def2-TZVPD) of a cluster of 2 separate species, C3H2ClF5O in total.

Values from the calculation:
* net charge: 0
* strongest force on any atom: 5.21 eV/A
* orbital gap (spin up / spin down): 7.20 / 9.82 eV
* LUMO level (spin up / spin down): 0.7 / -2.0 eV
* electronic energy: -1150.07515 a.u.
* spin multiplicity: 3
* ⟨S²⟩: 2.00

```
12
Properties=species:S:1:pos:R:3:forces:R:3:lowdin_charge:R:1
C -0.3807 -1.6037 -0.3873 1.749 -1.410 -0.220 -0.291
C -0.4100 -0.3809 0.5289 1.096 -3.551 3.656 -0.247
C -1.1039 1.5427 -0.5217 -2.582 0.621 1.244 -0.964
O -0.1316 2.3707 -0.4513 2.084 2.099 -0.025 0.075
F 0.7730 -1.3719 -1.1784 -1.276 -0.965 0.933 0.018
F -1.4167 -1.6578 -1.2298 -0.452 0.462 -0.144 0.074
F 0.7907 0.1194 0.9870 -2.070 -0.878 -1.121 0.098
F -1.1662 -0.7443 1.6181 0.695 0.864 -0.975 0.057
F -1.3756 1.0624 -1.7043 -0.569 -0.190 -1.311 0.092
Cl -2.4136 1.9747 0.5368 -0.397 -0.072 -0.434 0.744
H -0.4451 -2.7052 0.1419 0.970 2.791 -0.893 0.213
H 0.3526 2.3161 -1.2687 0.752 0.230 -0.711 0.130
```
Positions in Å, forces in eV/Å.

***

# 2
The following is a DFT calculation (ωB97M-V/def2-TZVPD) of the molecule C3H6O.

Values from the calculation:
* net charge: 0
* strongest force on any atom: 0.70 eV/A
* orbital gap: 10.95 eV
* energy relative to the best compared isomer or geometry (same formula, charge and spin): 0.4149 eV
* LUMO level: 1.0 eV
* electronic energy: -193.12796 a.u.
* SMILES: CCC=O

```
10
Properties=species:S:1:pos:R:3:forces:R:3:lowdin_charge:R:1
O 0.9058 -1.1690 -0.6160 -0.013 -0.130 -0.040 0.051
C 1.0457 -0.0825 -0.1303 -0.157 0.451 0.245 -0.283
C -0.0722 0.8506 0.3103 0.130 -0.677 -0.125 -0.210
C -1.4538 0.1855 0.3833 0.201 0.348 0.346 -0.094
H 2.0560 0.3437 0.0513 0.030 -0.121 -0.151 0.117
H -0.0260 1.6838 -0.3952 -0.056 0.143 0.083 0.112
H 0.2554 1.2234 1.2803 -0.048 0.270 0.039 0.104
H -1.8074 0.1807 1.4183 0.035 -0.099 -0.136 0.071
H -1.3654 -0.8421 0.0429 -0.196 -0.051 -0.131 0.063
H -2.2037 0.7236 -0.1947 0.074 -0.135 -0.130 0.069
```
Positions in Å, forces in eV/Å.

***

# 3
The following is a DFT calculation (ωB97M-V/def2-TZVPD) of a structure of composition C36H36FFeN8O5S.

Values from the calculation:
* net charge: +1
* strongest force on any atom: 1.11 eV/A
* orbital gap (spin up / spin down): 5.67 / 5.66 eV
* energy relative to the best compared isomer or geometry (same formula, charge and spin): 0.6163 eV
* LUMO level (spin up / spin down): -3.5 / -3.5 eV
* electronic energy: -3969.34664 a.u.

```
88
Properties=species:S:1:pos:R:3:forces:R:3:lowdin_charge:R:1
Fe -0.3093 -1.9259 -0.5701 -0.574 -0.886 0.356 0.435
O -3.8389 -6.9050 -0.7730 0.318 -0.347 -0.184 -0.026
C -4.6446 -6.0491 -0.3399 -0.014 0.266 -0.082 -0.702
O -5.8458 -6.0947 -0.1210 -0.331 0.047 0.104 0.032
C -3.8957 -4.7382 -0.1035 0.060 -0.115 0.272 -0.077
C -3.9816 -3.6744 -0.9865 -0.016 0.068 0.051 0.070
C -3.0365 -2.6688 -0.9062 -0.005 0.001 0.042 -0.224
N -2.0608 -2.6686 0.0054 -0.250 0.076 -0.003 0.038
C -1.9953 -3.6730 0.8929 -0.192 -0.060 0.073 -0.194
C -2.9199 -4.6977 0.8935 0.099 0.187 -0.158 0.062
C -0.7672 -3.6536 1.7190 -0.204 0.117 0.108 -0.178
C -0.4789 -4.5569 2.7391 -0.149 0.217 -0.141 0.006
C 0.7131 -4.4195 3.4228 0.105 0.057 0.006 -0.044
C 1.5784 -3.3875 3.0828 -0.115 0.012 0.026 -0.039
C 1.2205 -2.5430 2.0482 0.048 -0.042 0.143 -0.082
N 0.0811 -2.6764 1.3754 0.557 -0.313 -0.498 0.088
C -2.8694 -1.6011 -1.9098 -0.118 0.044 0.103 -0.187
C -3.9028 -1.0938 -2.6903 0.129 -0.089 0.102 0.016
C -3.6324 -0.0503 -3.5533 0.144 0.057 -0.013 -0.043
C -2.3425 0.4649 -3.6035 -0.032 -0.078 0.091 -0.043
C -1.3730 -0.0998 -2.7925 -0.022 0.052 -0.295 -0.092
N -1.6208 -1.1186 -1.9755 0.389 0.049 -0.235 0.042
H -4.7092 -3.7000 -1.7845 -0.044 0.037 -0.043 0.136
H -2.8301 -5.5316 1.5740 0.028 -0.054 0.019 0.127
H -1.1790 -5.3397 2.9915 -0.014 -0.012 -0.001 0.117
H 0.9653 -5.1076 4.2175 0.016 -0.025 0.032 0.115
H 2.5169 -3.2469 3.5960 0.051 0.011 0.032 0.111
H 1.8708 -1.7379 1.7371 0.078 -0.021 -0.055 0.116
H -4.8969 -1.5060 -2.5990 -0.021 -0.017 -0.002 0.121
H -4.4148 0.3636 -4.1730 -0.034 0.013 -0.029 0.113
H -2.0863 1.2807 -4.2628 0.003 0.025 -0.024 0.105
H -0.3517 0.2573 -2.8093 0.051 -0.005 -0.017 0.122
C 4.8443 3.6036 0.9885 0.020 0.061 -0.001 -0.056
C 4.2356 3.3655 -0.3813 0.078 0.048 -0.113 -0.187
N 3.0453 2.5190 -0.3210 -0.110 -0.034 -0.027 -0.032
C 3.1918 1.1868 -0.4819 -0.076 -0.169 -0.013 0.045
C 2.1893 0.2670 -0.4267 -0.111 0.059 -0.018 -0.014
C 2.5602 -1.1910 -0.6690 -0.007 0.040 0.008 -0.614
O 3.7418 -1.4986 -0.5613 0.093 0.120 -0.014 0.043
O 1.6049 -1.9692 -0.9726 0.140 0.474 -0.224 -0.131
C 0.8622 0.7127 -0.1421 -0.223 -0.195 0.044 -0.266
O -0.1433 -0.0151 0.0061 0.099 0.363 0.209 -0.028
C 0.6946 2.1661 0.0033 -0.124 0.029 0.121 -0.035
C -0.5907 2.6787 0.2268 0.271 0.215 -0.008 0.100
C -0.7600 4.0256 0.3928 0.002 -0.126 -0.084 -0.187
F -2.0099 4.5258 0.5401 0.066 -0.038 0.003 0.066
C 0.3242 4.9150 0.3985 0.011 -0.128 0.044 -0.153
C 1.5915 4.4101 0.1732 -0.147 -0.137 0.006 0.064
C 1.7914 3.0391 -0.0610 -0.083 0.042 0.051 -0.115
N 0.1769 6.3103 0.6345 0.175 -0.018 -0.020 -0.097
C -0.9057 6.7842 1.4680 -0.086 0.007 0.171 -0.151
C -0.5369 8.1469 2.0280 0.011 0.002 0.084 -0.080
N -0.3007 9.0798 0.8729 -0.173 0.115 -0.089 0.055
C 0.7923 8.5654 -0.0198 0.071 0.015 -0.030 -0.084
C 0.4036 7.1777 -0.5011 0.004 0.109 -0.159 -0.139
H 5.7309 4.2284 0.9016 0.048 0.036 -0.003 0.083
H 5.1388 2.6618 1.4461 0.017 -0.074 0.010 0.086
H 4.1417 4.0961 1.6596 -0.044 0.025 0.025 0.072
H 4.9418 2.8630 -1.0427 0.000 0.031 0.081 0.129
H 3.9660 4.2988 -0.8770 0.053 -0.019 0.009 0.113
H 4.1959 0.8259 -0.6686 0.027 -0.011 0.004 0.152
H -1.4318 2.0026 0.2476 -0.070 -0.063 0.004 0.144
H 2.4279 5.0890 0.2218 0.037 0.068 0.014 0.113
H -1.0649 6.1029 2.3032 0.011 0.019 -0.044 0.150
H -1.8601 6.8587 0.9247 0.008 0.018 0.033 0.134
H 0.3972 8.1115 2.5881 -0.068 -0.025 0.020 0.143
H -1.3264 8.5775 2.6419 -0.008 -0.071 -0.008 0.142
H -0.0900 10.0244 1.2018 0.025 -0.087 -0.004 0.188
H -1.1664 9.1430 0.3260 0.068 0.048 0.056 0.185
H 1.6929 8.5329 0.5937 -0.012 -0.007 -0.084 0.143
H 0.9188 9.2777 -0.8342 -0.001 -0.076 -0.011 0.141
H 1.2110 6.7886 -1.1204 -0.030 0.009 0.048 0.139
H -0.4922 7.2478 -1.1441 0.038 0.021 -0.005 0.145
C 2.1043 -5.0592 -0.3456 0.111 0.005 -0.056 -0.035
N 0.8499 -5.7655 -0.3914 -0.168 0.105 -0.017 -0.149
C 0.7470 -7.1160 0.1333 0.033 -0.172 0.126 -0.108
C -0.6706 -7.5462 -0.2742 -0.005 -0.255 0.207 -0.116
N -1.1017 -6.4458 -1.1080 0.097 0.238 -0.422 0.047
C -0.2213 -5.4463 -1.1390 -0.062 -0.137 0.031 -0.708
S -0.4129 -4.0069 -2.0387 0.080 0.045 0.099 0.804
H 2.8635 -5.5885 -0.9286 0.012 -0.019 0.004 0.101
H 2.4453 -4.9940 0.6882 0.023 0.000 0.040 0.087
H 1.9838 -4.0579 -0.7454 -0.006 0.045 -0.028 0.041
H 0.8988 -7.1129 1.2166 -0.002 -0.029 -0.037 0.115
H 1.5164 -7.7556 -0.3106 -0.001 0.051 -0.008 0.125
H -1.3428 -7.6617 0.5799 0.010 0.026 -0.060 0.116
H -0.6790 -8.4837 -0.8319 -0.004 0.047 0.058 0.124
H -2.0774 -6.3972 -1.4099 -0.059 0.081 0.200 0.110
```
Positions in Å, forces in eV/Å.